Record 1
This record from the Open Molecules 2025 dataset describes C35H26F2IN6O2SeTa as an isolated structure in a non-equilibrium geometry. The level of theory is ωB97M-V/def2-TZVPD.

```
74
Properties=species:S:1:pos:R:3:forces:R:3:mulliken_charge:R:1
Ta -0.368427 -0.481878 0.354182 0.7 -0.2 1.0 1.063
C 0.991200 3.730924 1.077471 0.0 0.1 -0.2 -1.201
C 0.712234 3.455975 -0.372033 0.1 0.0 0.2 0.386
N 1.149914 4.343773 -1.254598 -0.1 0.0 -0.1 -0.590
C 0.879310 4.186932 -2.549737 0.0 0.0 0.2 -1.103
C 0.093153 3.161742 -3.053286 0.0 0.1 -0.2 0.819
C -0.190068 3.068364 -4.538855 0.0 0.0 0.1 -0.970
O -1.576644 3.001906 -4.835364 0.0 0.0 0.0 -0.529
C -0.366898 2.215224 -2.137204 -0.2 -0.4 -0.2 0.307
C -1.328010 1.181119 -2.525081 0.0 0.2 0.0 -0.766
N -1.666761 0.175795 -1.810119 0.4 -0.6 0.6 0.388
C -2.695306 -0.661501 -2.323030 0.0 0.0 -0.2 -0.425
C -2.760803 -1.048742 -3.657981 0.1 0.0 0.0 0.198
C -3.783596 -1.878835 -4.094344 0.0 0.1 0.0 -1.059
C -4.748429 -2.332599 -3.206638 0.0 0.0 0.0 -0.654
C -4.700163 -1.951599 -1.871651 0.0 0.0 -0.1 -0.726
C -3.670667 -1.128457 -1.464340 -0.2 0.0 0.4 0.193
I -3.576846 -0.473723 0.517233 0.3 -0.1 -0.1 0.404
C 0.007641 2.337184 -0.811571 0.0 -0.1 0.0 0.403
O -0.314098 1.320282 0.033073 0.3 1.5 0.1 -0.164
H 0.619970 4.725300 1.323732 0.0 0.0 0.0 0.503
H 2.065391 3.736599 1.262258 0.0 0.0 0.0 0.244
H 0.516983 2.999094 1.727042 0.0 0.0 0.0 0.131
H 1.294353 4.936145 -3.215303 0.0 0.0 0.0 0.392
H 0.259043 2.155200 -4.932210 0.0 0.0 -0.1 0.309
H 0.291038 3.905553 -5.045052 0.0 0.0 0.0 0.459
H -1.934260 3.890166 -4.933499 0.0 0.0 0.0 0.314
H -1.842278 1.359243 -3.467769 0.0 0.0 0.0 1.309
H -1.995172 -0.712273 -4.347942 0.0 0.0 0.0 0.539
H -3.824484 -2.166384 -5.136167 0.0 0.0 0.0 0.433
H -5.537267 -2.989283 -3.548312 0.0 0.0 0.0 0.430
H -5.452756 -2.287438 -1.171235 0.0 0.0 0.0 0.473
F 0.929834 -2.536973 -4.605711 0.0 0.0 0.0 -0.312
C 1.415393 -1.984729 -3.495486 -0.1 0.0 0.1 -0.187
C 0.527530 -1.576225 -2.514566 0.1 -0.1 0.0 -0.411
C 1.006867 -0.962113 -1.361522 -0.8 0.0 0.6 1.034
C 2.384897 -0.765517 -1.208760 0.0 0.0 -0.1 -0.341
C 3.234964 -1.243826 -2.203329 0.1 0.0 -0.1 0.738
F 4.561010 -1.143156 -2.058019 0.0 0.1 0.0 -0.333
C 2.778529 -1.847461 -3.354095 0.1 -0.1 -0.1 -0.926
C 2.830455 -0.063660 -0.008721 0.1 0.1 0.1 0.103
C 4.098802 0.472161 0.197839 0.1 0.0 0.1 -0.980
C 4.377515 1.130205 1.380281 0.0 0.0 0.0 -0.666
C 3.390432 1.244398 2.349541 0.0 0.0 0.0 -1.015
C 2.154329 0.708411 2.077633 0.0 0.0 -0.1 -0.327
N 1.875751 0.073137 0.929070 -0.7 -0.1 -0.2 0.646
H -0.520674 -1.769360 -2.683662 0.0 0.0 0.0 0.823
H 3.470478 -2.206185 -4.104196 0.0 0.0 0.0 0.562
H 4.860273 0.381113 -0.558590 0.0 0.0 0.0 0.652
H 5.359587 1.555210 1.544085 0.0 0.0 0.0 0.481
H 3.569209 1.741021 3.292996 0.0 0.0 0.0 0.522
H 1.356354 0.777671 2.803182 0.0 0.0 0.0 0.314
N -1.319174 0.682007 2.593257 0.1 -0.1 -0.3 -0.377
C -1.122903 -0.104256 3.785961 -0.2 0.2 0.1 0.481
C -1.767256 0.145963 4.963371 0.0 0.1 0.1 -0.582
C -1.511483 -0.639621 6.106358 0.0 0.0 0.0 -0.912
C -0.602068 -1.654267 6.043749 0.0 0.0 0.0 -0.924
C 0.057157 -1.945097 4.826226 0.0 -0.1 0.1 0.596
C 0.974989 -3.007334 4.691104 -0.1 0.0 0.1 -0.826
C 1.571991 -3.236432 3.482774 0.0 0.0 0.0 -1.189
C 1.219788 -2.430256 2.396677 0.1 0.0 0.1 -0.272
N 0.344443 -1.442036 2.476205 -0.4 -0.1 -0.9 0.997
C -0.223082 -1.168905 3.684162 0.1 -0.3 0.1 -0.308
H -0.818780 1.564693 2.678254 0.0 0.0 -0.1 0.201
H -2.299841 0.939974 2.542442 0.0 0.1 -0.1 0.408
H -2.478869 0.962396 5.021267 0.0 0.0 0.0 0.500
H -2.036111 -0.425870 7.027155 0.0 0.0 0.0 0.442
H -0.374819 -2.253889 6.915988 0.0 0.0 0.0 0.477
H 1.187064 -3.635721 5.547955 0.0 0.0 0.0 0.476
H 2.280772 -4.039857 3.342321 0.0 0.0 0.0 0.485
H 1.660507 -2.614698 1.425217 0.0 0.0 0.0 0.485
Se -0.920278 -2.989091 -0.079703 0.1 -0.2 -0.5 0.111
C -1.762603 -3.192208 1.542770 -0.2 0.0 0.2 0.266
N -2.268277 -3.273427 2.576850 0.1 0.0 -0.1 -0.423
```
Forces are in eV/Å.

* gap between HOMO and LUMO: 7.20 eV
* E: -130174.23834 eV
* HOMO energy: -14.2 eV
* LUMO energy: -7.0 eV
* total charge: +2
* energy above the lowest of the compared OMol25 structures with the same formula, charge and spin: 153.3 kJ/mol

=====

Record 2
This record from the Open Molecules 2025 dataset describes C35H27AlN2O3S as an isolated structure in a non-equilibrium geometry. The level of theory is ωB97M-V/def2-TZVPD.

```
69
Properties=species:S:1:pos:R:3:forces:R:3:nbo_charge:R:1
Al -0.052531 0.200147 -0.274687 -0.1 -0.5 1.0 1.902
O -1.707706 0.636952 0.021032 0.0 0.2 -0.2 -0.992
C -2.627736 0.313088 1.025696 0.2 0.0 0.0 0.201
C -2.107859 -0.962539 1.742865 0.0 0.1 -0.1 -0.467
C -0.839111 -0.651218 2.477262 0.0 0.0 -0.1 0.289
C -0.790225 -0.644024 3.860086 0.0 -0.1 0.1 -0.248
C 0.396306 -0.322729 4.488440 0.0 0.0 0.0 -0.137
C 1.505887 -0.020276 3.720008 0.1 0.0 0.0 -0.205
C 1.402740 -0.022268 2.339609 0.0 0.0 -0.1 0.262
C 2.584535 0.291273 1.460912 -0.2 0.1 -0.1 -0.478
C 2.380861 1.529350 0.543455 -0.1 -0.1 0.1 0.318
O 1.281535 1.279693 -0.283086 0.0 0.3 -0.2 -1.004
C 3.630028 1.655198 -0.335087 0.1 0.0 0.0 -0.057
C 4.673826 2.518412 -0.023140 0.0 0.0 0.0 -0.171
C 5.813314 2.563709 -0.818780 0.0 0.0 0.0 -0.224
C 5.920266 1.745935 -1.933231 0.0 0.0 0.0 -0.218
C 4.880373 0.880742 -2.250137 0.0 0.0 0.0 -0.192
C 3.744233 0.836360 -1.456321 0.0 0.0 0.0 -0.214
C 2.131506 2.819755 1.327778 -0.1 0.0 -0.1 -0.056
C 1.419552 3.847523 0.709149 0.0 0.0 0.0 -0.154
C 1.191001 5.048715 1.362559 0.0 0.0 0.0 -0.224
C 1.673982 5.246457 2.652854 0.0 0.0 -0.1 -0.225
C 2.391499 4.236204 3.272228 0.0 0.0 0.0 -0.199
C 2.620635 3.033964 2.609612 0.0 0.1 0.0 -0.232
N 0.238287 -0.332725 1.734403 0.0 0.1 -0.1 -0.576
C -3.983875 0.087535 0.357136 0.0 -0.1 0.0 0.059
C -4.767254 1.192451 0.035103 0.0 0.1 -0.1 -0.231
C -5.966056 1.040546 -0.644260 0.0 0.0 0.0 -0.195
C -6.404238 -0.226031 -1.011343 0.0 0.0 0.0 -0.217
C -5.631461 -1.332686 -0.696313 0.0 0.0 0.0 -0.208
C -4.427979 -1.175508 -0.018011 0.0 0.0 0.0 -0.226
C -2.705378 1.427507 2.071858 0.0 0.0 0.0 0.060
C -3.686253 1.380663 3.060406 0.0 0.0 0.1 -0.245
C -3.708324 2.319009 4.081155 0.0 0.0 0.0 -0.211
C -2.744952 3.321021 4.128738 0.0 0.0 0.0 -0.224
C -1.771611 3.380764 3.142199 0.0 0.0 0.0 -0.195
C -1.755045 2.439773 2.117161 0.0 0.0 0.1 -0.251
H -2.850287 -1.358935 2.433839 0.0 0.0 0.0 0.231
H -1.901304 -1.710733 0.974739 0.0 -0.1 0.0 0.243
H -1.681648 -0.882628 4.424264 0.0 0.0 0.0 0.231
H 0.458461 -0.309696 5.569375 0.0 0.0 0.0 0.224
H 2.454974 0.212145 4.182508 0.0 0.0 0.0 0.216
H 3.484658 0.394498 2.064762 0.0 0.0 0.0 0.228
H 2.746500 -0.545925 0.776914 0.0 0.0 0.0 0.249
H 4.598217 3.173036 0.836885 0.0 0.0 0.0 0.211
H 6.615337 3.246815 -0.568091 0.0 0.0 0.0 0.212
H 6.806024 1.784556 -2.554989 0.0 0.0 0.0 0.213
H 4.952270 0.239735 -3.120230 0.0 0.0 0.0 0.214
H 2.930057 0.168794 -1.712080 0.0 0.0 0.0 0.227
H 1.045244 3.694286 -0.295167 0.0 0.0 0.0 0.221
H 0.635991 5.834208 0.862896 0.0 0.0 0.0 0.217
H 1.494754 6.182587 3.167160 0.0 0.0 0.0 0.216
H 2.780128 4.380214 4.273137 0.0 0.0 0.0 0.213
H 3.209430 2.272407 3.104094 0.0 0.0 0.0 0.206
H -4.433016 2.183874 0.320267 0.0 0.0 0.0 0.222
H -6.560451 1.912937 -0.886315 0.0 0.0 0.0 0.212
H -7.341900 -0.348231 -1.539130 0.0 0.0 0.0 0.213
H -5.960097 -2.324371 -0.981314 0.0 0.0 0.0 0.214
H -3.840447 -2.056275 0.204726 0.0 0.0 0.0 0.210
H -4.447009 0.606467 3.025298 0.0 0.0 0.0 0.217
H -4.480163 2.270774 4.840093 0.0 0.0 0.0 0.213
H -2.761173 4.053725 4.926241 0.0 0.0 0.0 0.213
H -1.014430 4.155402 3.163501 0.0 0.0 0.0 0.220
H -0.990608 2.496298 1.353914 0.0 0.0 0.0 0.232
O -0.993532 2.598066 -2.392863 0.0 0.0 -0.3 -0.435
C -0.641992 1.591048 -2.050431 0.0 0.1 0.0 0.622
S 0.511531 -3.822277 -2.422028 0.0 0.1 0.1 -0.124
C 0.343848 -2.443306 -1.639790 0.0 -0.2 -0.1 0.255
N 0.225095 -1.431247 -1.047688 0.0 0.2 -0.1 -0.871
```
Forces are in eV/Å.

* gap between HOMO and LUMO: 8.77 eV
* E: -63294.72386 eV
* HOMO energy: -8.7 eV
* LUMO energy: 0.1 eV
* total charge: 0